The following is a DFT calculation (wB97M-V/def2-TZVPD) of a structure of composition C17H21FN7O2STi in a non-equilibrium geometry.

```
50
Properties=species:S:1:pos:R:3:forces:R:3:lowdin_spin:R:1
Ti 0.451 0.645 -0.849 1.7 -0.2 1.2 0.847
C -0.992 2.144 -4.610 -0.1 -0.1 -0.1 0.004
C -0.786 1.582 -3.244 0.2 0.2 0.0 0.028
N 0.279 1.839 -2.538 -0.4 0.2 -0.6 0.032
O 1.248 2.612 -3.189 -0.1 0.0 -0.1 0.009
C -1.791 0.764 -2.591 -0.1 -0.2 0.2 0.044
C -3.176 0.521 -3.088 -0.1 0.0 -0.1 0.008
N -1.374 0.327 -1.426 -0.9 0.2 -0.6 0.004
O -2.080 -0.240 -0.523 -0.2 -0.1 -0.1 0.013
H -0.055 2.179 -5.156 0.0 0.0 0.0 0.000
H -1.368 3.167 -4.534 0.0 0.0 0.0 0.001
H -1.720 1.554 -5.163 0.0 0.0 0.0 0.001
H 1.339 3.394 -2.629 0.1 0.0 0.1 0.001
H -3.570 1.386 -3.621 0.0 0.0 0.0 0.001
H -3.819 0.310 -2.235 0.0 0.0 0.0 0.000
H -3.223 -0.341 -3.757 0.0 0.0 0.0 0.003
F 3.592 -4.744 1.291 0.0 0.0 0.0 -0.001
C 3.097 -3.795 0.464 0.1 0.0 0.0 -0.003
C 3.889 -2.708 0.147 0.0 0.0 0.0 0.001
C 3.376 -1.739 -0.700 0.1 0.0 0.0 -0.003
C 2.091 -1.838 -1.235 -0.1 0.1 -0.1 0.000
C 1.514 -0.751 -2.085 0.1 0.0 0.0 -0.014
C 1.332 -2.956 -0.889 -0.1 -0.1 0.1 -0.003
C 1.822 -3.938 -0.038 0.0 0.1 -0.1 0.001
H 4.883 -2.629 0.565 0.0 0.0 0.0 0.000
H 3.988 -0.877 -0.942 0.0 0.0 0.0 0.000
H 0.829 -1.168 -2.829 0.0 0.1 -0.1 0.003
H 2.303 -0.201 -2.608 0.0 0.0 -0.1 0.000
H 0.324 -3.056 -1.277 0.0 0.0 0.0 0.000
H 1.224 -4.795 0.241 0.0 0.0 0.0 0.000
S -0.032 2.929 0.432 -0.2 -0.1 0.0 0.013
C -0.557 2.147 1.890 -0.1 -0.1 -0.2 0.002
N 0.047 2.426 3.042 0.0 0.1 0.0 0.001
C -0.175 1.643 4.255 0.0 0.0 0.0 0.000
C -1.639 1.242 4.305 0.0 0.0 0.0 0.000
C -1.995 0.496 3.032 0.0 0.0 -0.1 0.000
N -1.548 1.265 1.869 0.1 0.2 0.2 0.001
H 0.822 3.064 2.981 0.0 0.0 0.0 0.000
H 0.108 2.253 5.110 0.0 0.0 0.0 0.000
H 0.462 0.754 4.237 0.0 0.0 0.0 0.000
H -2.255 2.139 4.395 0.0 0.0 0.0 0.000
H -1.830 0.609 5.170 0.0 0.0 0.0 0.000
H -3.072 0.365 2.944 0.0 0.0 0.0 0.000
H -1.537 -0.496 3.012 -0.1 0.1 0.1 0.000
H -1.823 0.912 0.956 -0.3 0.0 -0.1 0.000
N -1.019 -3.378 3.069 0.0 0.0 0.0 0.001
C -0.222 -2.566 2.861 0.0 0.0 -0.1 0.000
N 0.703 -1.635 2.726 0.2 -0.1 0.3 0.001
C 0.854 -0.831 1.776 0.0 0.2 -0.2 0.003
N 1.082 0.016 0.986 0.0 -0.5 0.3 0.001
```
Forces are in eV/Å.

Its multiplicity is 2. As for the energy above the lowest of the compared OMol25 structures with the same formula, charge and spin: 0.0 kJ/mol. Its net charge is 0. The value obtained for the frontier orbital gap (spin up / spin down) is 6.8 / 6.8 eV.